(1)
C69H55IInN6P3Se2 | ωB97M-V/def2-TZVPD

The geometry in XYZ format:
```
137
C69H55IInN6P3Se2 ωB97M-V/def2-TZVPD
In -0.035 -1.232 -0.062
C -3.804 -3.138 -4.818
C -4.333 -2.150 -3.802
C -5.516 -1.476 -4.127
C -6.120 -0.571 -3.272
C -5.541 -0.314 -2.038
C -4.362 -0.955 -1.708
C -3.736 -1.872 -2.561
P -2.194 -2.536 -1.783
C -1.465 -3.772 -2.928
C -1.617 -5.149 -2.787
C -0.970 -6.033 -3.638
C -0.140 -5.545 -4.637
C 0.042 -4.175 -4.765
C -0.603 -3.277 -3.921
C -0.347 -1.797 -4.080
C -2.870 -3.486 -0.377
C -3.859 -4.456 -0.565
C -4.281 -5.265 0.475
C -3.695 -5.109 1.727
C -2.755 -4.114 1.932
C -2.352 -3.250 0.904
C -1.505 -2.055 1.275
H -4.509 -3.221 -5.643
H -3.664 -4.131 -4.391
H -2.841 -2.833 -5.229
H -5.978 -1.686 -5.086
H -7.043 -0.083 -3.563
H -6.006 0.371 -1.337
H -3.915 -0.767 -0.737
H -2.233 -5.548 -1.992
H -1.106 -7.100 -3.513
H 0.376 -6.225 -5.304
H 0.709 -3.792 -5.529
H 0.380 -1.612 -4.870
H 0.045 -1.376 -3.151
H -1.262 -1.245 -4.321
H -4.295 -4.581 -1.551
H -5.047 -6.013 0.311
H -3.992 -5.746 2.552
H -2.338 -3.970 2.923
H -0.930 -2.256 2.179
H -2.152 -1.203 1.495
I 0.988 -4.073 -0.791
C 2.118 -3.104 -2.260
C 2.766 -3.924 -3.134
C 3.667 -3.383 -4.075
C 3.917 -2.046 -4.076
C 3.239 -1.176 -3.184
C 3.530 0.210 -3.195
C 2.875 1.065 -2.363
C 1.853 0.572 -1.520
C 1.525 -0.760 -1.472
C 2.265 -1.683 -2.273
H 2.610 -4.995 -3.092
H 4.175 -4.043 -4.766
H 4.645 -1.621 -4.758
H 4.293 0.572 -3.876
H 3.113 2.122 -2.361
H 1.307 1.276 -0.900
Se 5.774 -2.337 4.587
P 4.590 -0.614 4.431
C 5.652 0.789 3.986
C 6.041 0.886 2.649
C 7.035 1.776 2.276
C 7.650 2.573 3.234
C 7.261 2.486 4.564
C 6.267 1.591 4.943
C 3.766 -0.195 6.004
C 3.558 -1.221 6.924
C 2.937 -0.958 8.138
C 2.541 0.334 8.457
C 2.758 1.365 7.554
C 3.356 1.097 6.330
C 3.306 -0.724 3.132
C 2.165 -0.048 2.660
N 1.667 -0.816 1.658
N 2.447 -1.876 1.517
N 3.420 -1.853 2.391
P 1.283 1.501 2.899
Se -0.526 1.529 1.792
C 2.325 2.917 2.446
C 3.388 3.317 3.252
C 4.182 4.395 2.889
C 3.926 5.073 1.705
C 2.865 4.685 0.899
C 2.059 3.617 1.271
C 0.905 1.644 4.656
C 0.824 2.885 5.280
C 0.338 2.971 6.579
C -0.069 1.824 7.246
C 0.020 0.584 6.624
C 0.504 0.492 5.330
H 5.573 0.247 1.908
H 7.337 1.843 1.238
H 8.439 3.257 2.945
H 7.743 3.103 5.312
H 5.991 1.500 5.985
H 3.905 -2.217 6.681
H 2.778 -1.764 8.845
H 2.071 0.540 9.412
H 2.455 2.377 7.793
H 3.528 1.917 5.648
H 3.589 2.803 4.179
H 5.006 4.690 3.525
H 4.551 5.909 1.414
H 2.650 5.227 -0.015
H 1.212 3.325 0.663
H 1.132 3.779 4.752
H 0.271 3.935 7.066
H -0.456 1.896 8.255
H -0.284 -0.311 7.152
H 0.577 -0.472 4.838
N -5.258 3.363 -3.470
C -5.783 4.155 -4.470
C -7.040 4.723 -4.662
C -7.211 5.465 -5.815
C -6.166 5.633 -6.743
C -4.926 5.062 -6.542
C -4.736 4.306 -5.384
N -3.610 3.622 -4.947
C -3.962 3.084 -3.815
C -3.089 2.241 -2.984
C -3.407 1.908 -1.676
C -2.555 1.082 -0.970
N -1.424 0.588 -1.473
C -1.111 0.928 -2.729
C -1.905 1.743 -3.515
H -5.745 3.023 -2.661
H -7.845 4.595 -3.949
H -8.171 5.927 -6.011
H -6.345 6.225 -7.632
H -4.118 5.189 -7.252
H -4.301 2.283 -1.190
H -2.787 0.808 0.054
H -0.187 0.523 -3.120
H -1.625 1.987 -4.531
```

The lowest unoccupied orbital energy comes out at -0.22 eV. The value obtained for the orbital gap is 7.03 eV.

Atom charges from the Mulliken analysis, given in e for atoms 1 to 4: In 1.4206; C -0.9462; C 1.3084; C -1.0000

(2)
C69H74IN12O21 | ωB97M-V/def2-TZVPD

The geometry in XYZ format:
```
177
C69H74IN12O21 ωB97M-V/def2-TZVPD
C 4.758 -3.787 2.260
C 6.086 -3.500 1.606
O 7.038 -3.466 2.262
O 6.142 -3.263 0.278
C 6.786 -2.026 -0.067
C 6.009 -1.216 -1.115
C 4.472 -1.197 -0.898
C 3.971 0.162 -0.363
C 2.442 0.111 -0.432
N 1.945 -0.877 0.563
C 0.473 -1.035 0.514
C -0.300 0.302 0.665
C -0.737 0.847 -0.711
I -2.874 0.999 -0.892
C 2.456 -0.689 1.792
N 1.710 -0.603 2.931
N 3.782 -0.630 1.928
C 4.453 0.395 1.043
C 4.114 1.768 1.628
C 4.962 2.956 1.095
C 6.379 2.608 0.606
O 6.476 2.416 -0.798
H 4.747 -3.284 3.223
H 3.911 -3.395 1.699
H 4.598 -4.843 2.458
H 7.769 -2.238 -0.487
H 6.977 -1.412 0.816
H 6.226 -1.650 -2.089
H 6.315 -0.172 -1.158
H 4.122 -2.038 -0.299
H 4.036 -1.342 -1.883
H 4.282 0.931 -1.062
H 2.071 1.124 -0.255
H 2.142 -0.247 -1.410
H 0.109 -1.702 1.302
H 0.219 -1.552 -0.410
H 0.381 0.997 1.156
H -1.157 0.145 1.307
H -0.382 1.868 -0.823
H -0.316 0.280 -1.535
H 1.189 -1.437 3.171
H 1.672 0.224 3.499
H 4.003 -0.349 2.878
H 5.513 0.156 1.068
H 3.071 1.973 1.348
H 4.118 1.786 2.719
H 4.467 3.540 0.316
H 5.097 3.639 1.933
H 6.833 1.770 1.137
H 7.009 3.471 0.838
H 5.612 2.545 -1.198
C 5.604 -7.342 1.522
C 4.650 -6.967 0.583
C 3.847 -7.926 -0.012
C 4.009 -9.253 0.345
C 4.959 -9.641 1.273
C 5.762 -8.678 1.863
N 3.143 -10.273 -0.268
O 2.328 -9.901 -1.090
O 3.295 -11.428 0.087
H 6.229 -6.590 1.990
H 4.532 -5.925 0.317
H 3.107 -7.633 -0.742
H 5.080 -10.680 1.544
H 6.507 -8.969 2.591
C -4.178 6.478 -4.324
C -2.968 7.161 -4.284
C -1.945 6.712 -3.467
C -2.147 5.577 -2.699
C -3.349 4.890 -2.723
C -4.369 5.347 -3.541
N -1.057 5.087 -1.849
O -0.020 5.723 -1.829
O -1.247 4.065 -1.209
H -4.974 6.829 -4.967
H -2.823 8.042 -4.894
H -1.006 7.245 -3.438
H -3.500 4.008 -2.116
H -5.313 4.821 -3.569
C 3.870 4.569 -5.965
C 5.091 4.199 -5.415
C 5.189 3.042 -4.661
C 4.056 2.267 -4.471
C 2.830 2.629 -5.008
C 2.741 3.788 -5.758
N 4.158 1.030 -3.691
O 5.243 0.748 -3.209
O 3.152 0.353 -3.560
H 3.795 5.470 -6.558
H 5.967 4.811 -5.578
H 6.140 2.755 -4.234
H 1.951 2.021 -4.851
H 1.794 4.085 -6.187
C -6.379 3.846 3.413
C -5.570 3.300 2.425
C -5.809 3.595 1.093
C -6.856 4.437 0.766
C -7.674 4.983 1.739
C -7.432 4.683 3.069
N -7.093 4.766 -0.647
O -6.364 4.250 -1.479
O -7.998 5.534 -0.906
H -6.188 3.620 4.454
H -4.750 2.647 2.693
H -5.180 3.171 0.325
H -8.493 5.637 1.474
H -8.061 5.106 3.841
C -13.168 8.125 2.573
C -11.981 8.844 2.614
C -10.961 8.451 3.464
C -11.143 7.335 4.263
C -12.323 6.613 4.238
C -13.340 7.013 3.387
N -10.054 6.901 5.149
O -9.035 7.568 5.162
O -10.230 5.898 5.813
H -13.962 8.431 1.904
H -11.850 9.710 1.980
H -10.039 9.012 3.495
H -12.459 5.746 4.868
H -14.267 6.457 3.355
C -3.197 -4.335 6.462
C -2.008 -4.560 5.780
C -1.554 -3.636 4.855
C -2.300 -2.490 4.627
C -3.490 -2.256 5.294
C -3.938 -3.186 6.216
N -1.817 -1.494 3.668
O -0.764 -1.724 3.068
O -2.470 -0.490 3.509
H -3.547 -5.057 7.188
H -1.433 -5.456 5.972
H -0.629 -3.816 4.326
H -4.069 -1.362 5.109
H -4.866 -3.015 6.747
C -8.608 -5.813 3.299
C -7.489 -5.496 4.058
C -7.450 -4.313 4.776
C -8.539 -3.459 4.729
C -9.657 -3.758 3.972
C -9.688 -4.943 3.254
N -8.516 -2.211 5.510
O -7.511 -1.959 6.154
O -9.501 -1.504 5.469
H -8.638 -6.741 2.743
H -6.647 -6.175 4.092
H -6.576 -4.074 5.365
H -10.501 -3.085 3.937
H -10.558 -5.190 2.660
C 3.813 10.484 -9.807
C 3.626 9.231 -10.375
C 3.048 8.213 -9.634
C 2.660 8.467 -8.330
C 2.847 9.708 -7.748
C 3.428 10.721 -8.494
N 2.025 7.396 -7.549
O 1.893 6.307 -8.081
O 1.666 7.656 -6.416
H 4.260 11.279 -10.389
H 3.928 9.048 -11.397
H 2.903 7.239 -10.079
H 2.545 9.897 -6.728
H 3.577 11.697 -8.053
C 6.374 -13.937 -1.991
C 6.009 -12.817 -1.257
C 6.939 -12.189 -0.446
C 8.226 -12.688 -0.380
C 8.604 -13.807 -1.100
C 7.669 -14.434 -1.910
N 9.215 -12.003 0.466
O 8.839 -11.032 1.100
O 10.348 -12.442 0.481
H 5.648 -14.424 -2.630
H 5.001 -12.431 -1.319
H 6.655 -11.318 0.123
H 9.611 -14.194 -1.041
H 7.951 -15.308 -2.480
```

The lowest unoccupied orbital energy comes out at -3.10 eV. As for the charge: +1. The value obtained for the orbital gap is 7.90 eV.

Atom charges from the Mulliken analysis, given in e for atoms 1 to 4: C -1.0897; C 1.0259; O -0.5332; O -0.3467

(3)
C6F5IrSSe2Te2 | ωB97M-V/def2-TZVPD

The geometry in XYZ format:
```
17
C6F5IrSSe2Te2 ωB97M-V/def2-TZVPD
Ir 2.979 -1.180 0.000
Se 4.970 0.269 0.000
Te 4.682 2.680 0.000
Te 1.814 5.445 0.000
Se 2.118 3.068 0.000
F -3.688 0.677 0.000
C -2.586 -0.054 0.000
C -1.330 0.556 0.000
F -1.183 1.884 0.000
C -0.195 -0.233 0.000
F 1.022 0.387 0.000
C -0.223 -1.627 0.000
S 1.211 -2.625 0.000
C -1.497 -2.219 0.000
F -1.594 -3.538 0.000
C -2.659 -1.451 0.000
F -3.843 -2.040 0.000
```

The lowest unoccupied orbital energy (alpha / beta) comes out at -7.48 / -7.41 eV. As for the multiplicity: 2. The expectation value of S² is 0.7615. As for the charge: +1. The value obtained for the orbital gap (alpha / beta) is 3.60 / 3.66 eV.

Atom charges from the Mulliken analysis, given in e for atoms 1 to 4: Ir 0.5866; Se -0.1282; Te 0.3663; Te 0.1336

(4)
C6H10 | ωB97M-V/def2-TZVPD

The geometry in XYZ format:
```
16
C6H10 ωB97M-V/def2-TZVPD
C 1.149 -1.465 0.579
C 1.373 -0.062 -0.024
C 0.163 0.612 -0.463
C -0.604 1.533 0.396
C -1.268 0.116 0.416
C -0.962 -0.095 -1.099
H 2.102 -1.830 0.987
H 0.848 -2.181 -0.202
H 1.953 -0.153 -0.967
H 1.943 0.578 0.656
H -1.219 2.295 -0.091
H -0.123 1.878 1.311
H -2.309 0.056 0.738
H -0.634 -0.649 0.996
H -1.603 0.491 -1.762
H -0.797 -1.119 -1.432
```

The lowest unoccupied orbital energy (alpha / beta) comes out at 0.73 / -0.08 eV. The value obtained for the orbital gap (alpha / beta) is 8.32 / 5.89 eV.

Atom charges from the Mulliken analysis, given in e for atoms 1 to 4: C -1.1545; C -0.3390; C 0.4064; C -0.6985